# 1
This record from the OMol25 dataset describes a cluster of 2 separate species, HI2PS2 in total. The level of theory is the ωB97M-V functional and the def2-TZVPD basis.

Structure (ORCA input):
```
! wB97M-V def2-TZVPD RIJCOSX def2/J DEFGRID3
* xyz 0 1
I -2.4761 -4.7179 0.0587
I -0.3348 3.7883 -0.1913
S -0.6062 1.5833 0.6954
S 1.3618 -0.8821 -0.1676
P 1.3925 0.9808 0.7959
H 0.6628 -0.7525 -1.1913
*
```

Output
orbital gap (alpha / beta)	4.72 / 7.42	eV
HOMO energy (alpha / beta)	-8.1 / -9.2	eV
largest force on an atom	3.56	eV/A
M	349.9	Da
energy relative to the best compared isomer or geometry (same formula, charge and spin)	55.88	kcal/mol

Okay, here come the Löwdin numbers, in e, for every atom: number 1, I, carries -0.002; number 2, I, carries 0.299; number 3, S, carries -0.312; number 4, S, carries 0.252; number 5, P, carries 0.037; number 6, H, carries -0.274

# 2
This record from the OMol25 dataset describes a cluster of 3 separate species, HIN3P in total. The level of theory is the ωB97M-V functional and the def2-TZVPD basis.

Structure (ORCA input):
```
! wB97M-V def2-TZVPD RIJCOSX def2/J DEFGRID3
* xyz 0 1
I 1.8920 1.2015 -0.4604
P -1.6145 0.3381 -0.0789
N -2.0931 0.6112 -1.4709
N -0.2121 -2.2245 1.2153
N -0.9849 -1.9272 0.5164
H 3.0126 2.0009 0.2786
*
```

Output
orbital gap	9.98	eV
HOMO energy	-10.3	eV
structure (SMILES)	N#N.N#P.I
largest force on an atom	2.74	eV/A
M	200.9	Da
energy relative to the best compared isomer or geometry (same formula, charge and spin)	40.56	kcal/mol

Okay, here come the Löwdin numbers, in e, for every atom: number 1, I, carries 0.383; number 2, P, carries 0.553; number 3, N, carries -0.491; number 4, N, carries 0.072; number 5, N, carries -0.134; number 6, H, carries -0.382

# 3
This record from the OMol25 dataset describes the molecule HIS2. The level of theory is the ωB97M-V functional and the def2-TZVPD basis.

Structure (ORCA input):
```
! wB97M-V def2-TZVPD RIJCOSX def2/J DEFGRID3
* xyz 0 1
I -2.2006 0.8967 0.0203
S 0.1986 -0.1339 -0.5379
S 1.4073 -1.4595 0.1991
H 0.5946 0.6968 0.3185
*
```

Output
orbital gap (alpha / beta)	6.83 / 6.88	eV
HOMO energy (alpha / beta)	-9.4 / -9.3	eV
largest force on an atom	2.86	eV/A
M	192.0	Da
energy relative to the best compared isomer or geometry (same formula, charge and spin)	31.41	kcal/mol

Okay, here come the Löwdin numbers, in e, for every atom: number 1, I, carries 0.185; number 2, S, carries -0.049; number 3, S, carries 0.106; number 4, H, carries -0.242

# 4
This record from the OMol25 dataset describes the ion HN2O2S with charge -1. The level of theory is the ωB97M-V functional and the def2-TZVPD basis.

Structure (ORCA input):
```
! wB97M-V def2-TZVPD RIJCOSX def2/J DEFGRID3
* xyz -1 1
S -1.8772 0.5474 -0.0708
O 0.2889 -1.1917 -0.0030
O 1.8329 0.4902 -0.0440
N -0.2713 1.0129 0.0144
N 0.6053 0.1797 -0.1342
H -0.5786 -1.0384 0.2376
*
```

Output
orbital gap	7.39	eV
HOMO energy	-3.2	eV
structure (SMILES)	[O-]N(O)N=S
largest force on an atom	4.58	eV/A
M	93.1	Da
energy relative to the best compared isomer or geometry (same formula, charge and spin)	5.79	kcal/mol

Okay, here come the Löwdin numbers, in e, for every atom: number 1, S, carries 0.250; number 2, O, carries -0.014; number 3, O, carries -0.143; number 4, N, carries -0.461; number 5, N, carries -0.510; number 6, H, carries -0.122

# 5
This record from the OMol25 dataset describes a cluster of 2 separate species, HN2O3S in total. The level of theory is the ωB97M-V functional and the def2-TZVPD basis.

Structure (ORCA input):
```
! wB97M-V def2-TZVPD RIJCOSX def2/J DEFGRID3
* xyz -1 1
S 1.3532 -2.4448 -0.5054
O 0.1383 0.1664 -1.5060
O 0.4061 0.6537 1.0055
O -1.5776 1.6359 0.8904
N -0.8574 0.6391 -0.8760
N -0.6293 0.9283 0.4285
H 1.1666 -1.5785 0.5630
*
```

Output
orbital gap (alpha / beta)	5.24 / 8.53	eV
HOMO energy (alpha / beta)	-3.7 / -4.8	eV
largest force on an atom	2.80	eV/A
M	109.1	Da
energy relative to the best compared isomer or geometry (same formula, charge and spin)	162.00	kcal/mol

Okay, here come the Löwdin numbers, in e, for every atom: number 1, S, carries 0.219; number 2, O, carries -0.197; number 3, O, carries -0.046; number 4, O, carries -0.084; number 5, N, carries -0.092; number 6, N, carries -0.503; number 7, H, carries -0.297

# 6
This record from the OMol25 dataset describes the ion HN3O3S with charge -2. The level of theory is the ωB97M-V functional and the def2-TZVPD basis.

Structure (ORCA input):
```
! wB97M-V def2-TZVPD RIJCOSX def2/J DEFGRID3
* xyz -2 1
S 1.4092 -0.0914 0.0412
O 1.1878 -1.4378 0.6272
O 2.2035 0.7732 0.9640
O 2.1040 -0.1920 -1.2768
N -2.4027 0.5066 -0.1584
N 0.0341 0.7728 -0.2227
N -1.3422 -0.1748 0.0068
H -3.1937 -0.1567 0.0188
*
```

Output
orbital gap	6.32	eV
HOMO energy	1.0	eV
structure (SMILES)	[H]/N=N/N=S(=O)([O-])[O-]
largest force on an atom	5.44	eV/A
M	123.1	Da
energy relative to the best compared isomer or geometry (same formula, charge and spin)	62.61	kcal/mol

Okay, here come the Löwdin numbers, in e, for every atom: number 1, S, carries 0.191; number 2, O, carries -0.503; number 3, O, carries -0.518; number 4, O, carries -0.521; number 5, N, carries -0.174; number 6, N, carries -0.262; number 7, N, carries -0.180; number 8, H, carries -0.033